C4H11NO2 | wB97M-V/def2-TZVPD

Computed properties:
E_tot ... -9910.3275 eV
Net charge ... 0
Maximum force ... 2.46 eV Å⁻¹
Kohn-Sham gap ... 10.02 eV
ΔE to the lowest compared entry with this formula, charge and spin ... 44.1 kcal per mole

Bonds (Å) are listed after each position.
Atoms and positions in Å:
1 C -1.041 -1.219 -1.197  C2 1.497, H7 1.087, H8 1.097, H9 1.095
2 C -0.599 -0.739 0.150  C1 1.497, N3 1.486, C4 1.571, H10 1.099
3 N -1.730 -0.464 1.075  C2 1.486, H11 1.015, H12 1.013
4 C 0.410 0.465 0.193  C2 1.571, C5 1.516, H13 1.086, H14 1.101
5 C 0.076 1.440 1.305  C4 1.516, O6 1.203, H15 1.097
6 O 0.676 1.540 2.342  C5 1.203
7 H -1.285 -0.554 -2.022  C1 1.087
8 H -0.299 -1.899 -1.633  C1 1.097
9 H -1.880 -1.922 -1.148  C1 1.095
10 H -0.048 -1.557 0.636  C2 1.099
11 H -2.324 -1.276 1.207  N3 1.015
12 H -1.344 -0.372 2.006  N3 1.013
13 H 1.476 0.292 0.078  C4 1.086
14 H 0.200 1.048 -0.716  C4 1.101
15 H -0.845 2.033 1.247  C5 1.097
16 O 1.912 -0.503 -2.945  H17 0.944, H18 0.975
17 H 2.218 -0.973 -2.186  O16 0.944
18 H 2.455 0.254 -3.232  O16 0.975